No. 1
Density functional theory data (ωB97M-V with the def2-TZVPD basis set) for a molecular structure, C33H29Cl2FMnN8O3S3.

## Properties
2S+1: 2

```
80
Properties=species:S:1:pos:R:3:forces:R:3
Mn -1.0450 -1.5382 0.5571 0.07 0.06 0.42
N -3.6353 -4.2627 -1.2793 0.14 -0.14 0.05
C -4.9208 -4.2640 -0.7127 -0.16 0.04 -0.01
C -5.9734 -4.8789 -1.3717 0.02 0.02 -0.01
C -7.2451 -4.8778 -0.8138 0.01 0.00 0.00
C -7.4701 -4.2385 0.3933 0.01 0.00 0.00
C -6.4176 -3.6039 1.0413 -0.03 -0.01 -0.03
C -5.1405 -3.6313 0.5058 0.10 -0.01 0.00
S -3.8196 -2.8905 1.4215 -0.06 -0.07 0.01
N -2.6545 -2.6891 0.1926 -0.04 -0.07 -0.09
C -2.6790 -3.3411 -0.9122 -0.20 0.10 0.18
C -1.5937 -3.0225 -1.8430 0.25 0.17 -0.21
C -1.3700 -3.6680 -3.0539 -0.11 0.00 0.11
C -0.3206 -3.2535 -3.8505 0.09 0.09 0.00
C 0.4730 -2.1986 -3.4235 -0.07 -0.09 -0.08
C 0.2020 -1.6177 -2.1993 -0.02 0.05 0.04
N -0.7989 -2.0221 -1.4187 0.02 -0.07 0.05
H -3.5829 -4.6036 -2.2225 -0.02 0.01 0.00
H -5.7934 -5.3686 -2.3220 0.00 -0.01 -0.01
H -8.0555 -5.3733 -1.3311 -0.01 0.00 0.00
H -8.4585 -4.2262 0.8315 -0.01 0.00 0.00
H -6.5826 -3.0896 1.9802 -0.01 0.01 0.01
H -1.9813 -4.5038 -3.3647 0.00 0.00 -0.02
H -0.1184 -3.7526 -4.7885 0.00 0.00 -0.01
H 1.3012 -1.8436 -4.0194 0.02 0.01 0.01
H 0.8133 -0.8225 -1.7890 0.00 -0.03 0.00
S 0.2512 -3.4277 1.1309 0.10 -0.17 0.00
C 1.6240 -2.4332 0.8986 -0.25 0.10 -0.16
S 1.2762 -0.7375 0.8986 0.04 0.11 0.01
C 2.8987 -2.9242 0.6162 0.10 0.05 -0.02
C 3.1711 -4.3165 0.5364 0.00 -0.08 0.10
N 3.4071 -5.4435 0.4792 0.03 -0.01 -0.06
C 3.9607 -2.0456 0.3027 0.45 0.32 -0.12
N 4.8461 -1.3467 0.0215 -0.35 -0.06 0.14
C 0.2348 5.1765 3.7289 0.03 -0.04 -0.01
C 0.6552 3.7224 3.8792 0.03 0.07 -0.02
N 0.0817 2.8724 2.8382 0.02 0.03 0.01
C -0.8597 1.9586 3.1657 -0.06 -0.05 -0.04
C -1.4138 1.0732 2.2975 0.21 0.01 0.34
C -2.1276 -0.1043 2.9256 -0.38 -0.08 -0.11
O -2.8293 0.1080 3.9074 0.08 -0.04 0.08
O -1.8798 -1.2315 2.3820 0.22 0.15 -0.26
C -1.1280 1.1833 0.9126 -0.23 0.23 -0.01
O -1.5810 0.4395 0.0241 -0.23 -0.41 -0.20
C -0.1544 2.2031 0.5472 0.29 0.11 0.06
C 0.3265 2.1838 -0.7662 -0.03 -0.04 -0.04
C 1.5537 2.6996 -1.0362 0.04 -0.01 -0.21
F 2.0888 2.5296 -2.2758 0.00 0.05 0.15
C 2.3508 3.2536 -0.0277 0.08 -0.01 0.16
C 1.7976 3.4453 1.2204 0.14 0.04 -0.13
C 0.5456 2.9044 1.5357 -0.10 0.01 0.00
N 3.7860 3.2599 -0.0884 -0.04 -0.11 0.08
C 4.2223 1.8690 0.1459 -0.04 -0.01 -0.07
C 5.6958 1.8168 0.4467 -0.03 -0.04 0.03
N 6.4182 2.4379 -0.7256 0.01 0.01 0.00
C 5.9458 3.8449 -0.9894 -0.06 -0.01 -0.01
C 4.4474 3.8208 -1.2513 0.04 -0.15 -0.01
H 0.6642 5.7763 4.5312 0.01 0.01 0.00
H -0.8503 5.2647 3.7739 -0.01 0.00 0.00
H 0.5715 5.5852 2.7757 0.00 0.01 0.00
H 0.3227 3.3200 4.8337 -0.03 0.01 -0.02
H 1.7417 3.6259 3.8655 0.00 -0.02 0.03
H -1.1386 1.9034 4.2106 0.00 0.00 0.00
H -0.2247 1.6205 -1.5090 0.02 0.00 0.00
H 2.4434 3.8564 1.9827 -0.01 0.00 0.01
H 3.9921 1.2217 -0.7155 0.04 -0.02 0.06
H 3.6741 1.4423 0.9856 0.01 -0.01 -0.03
H 6.0319 0.7858 0.5647 -0.05 0.01 -0.10
H 5.9505 2.4134 1.3209 0.03 0.03 -0.01
H 6.2256 1.8609 -1.5484 0.01 -0.05 0.01
H 7.4259 2.4171 -0.5727 -0.03 0.01 -0.02
H 6.4977 4.2298 -1.8454 0.01 -0.02 0.01
H 6.1851 4.4236 -0.0992 0.00 0.00 0.00
H 4.2655 3.2441 -2.1700 -0.04 0.02 -0.01
H 4.0968 4.8370 -1.4277 0.04 0.02 0.02
Cl -4.2745 -0.3914 -1.2065 -0.18 0.01 -0.09
C -4.2455 0.6745 -2.6055 0.04 -0.04 0.00
Cl -2.6768 0.6418 -3.4441 0.01 -0.01 0.00
H -4.4263 1.6902 -2.2747 0.02 -0.01 0.00
H -4.9965 0.3466 -3.3143 -0.01 0.02 0.02
```
Positions in Å, forces in eV/Å.

Here are the Löwdin charges for atoms 1 to 6, given in e: 0.230, 0.134, -0.249, -0.029, -0.093, -0.094

***

No. 2
Density functional theory data (ωB97M-V with the def2-TZVPD basis set) for 2 unconnected molecules or ions with the total composition C5H8FN at a distorted geometry.

```
15
Properties=species:S:1:pos:R:3:forces:R:3
C -0.8555 -0.8090 0.2006 2.54 -0.09 0.33
C -0.8647 0.5845 -0.4133 0.21 -1.76 -1.56
C 0.6848 -1.1409 0.4509 0.26 -3.68 1.89
C 0.5637 0.9834 -0.6293 0.45 2.14 -1.44
C 1.3434 0.0661 0.1518 1.30 2.63 -1.52
N 1.2559 1.3318 0.6835 -0.29 -1.27 0.45
F 3.5846 0.4307 -0.3716 -2.63 -0.55 0.45
H -1.4131 -0.7606 1.0785 -0.31 0.02 2.05
H -1.3211 -1.6300 -0.2713 -0.27 -0.63 -1.47
H -1.4010 0.4467 -1.3201 -0.41 0.72 -1.07
H -1.4247 1.1312 0.2633 -0.77 1.97 0.94
H 0.8817 -1.3608 1.5343 -0.20 -0.45 -1.02
H 1.0743 -1.9740 -0.2288 -0.60 1.06 1.03
H 0.9001 1.5905 -1.5116 -0.25 -1.04 0.97
H 2.1643 1.6799 0.4163 0.96 0.94 -0.01
```
Positions in Å, forces in eV/Å.

Here are the natural (NBO) charges for atoms 1 to 6, given in e: -0.353, -0.437, -0.526, -0.172, 0.638, -0.585

***

No. 3
Density functional theory data (ωB97M-V with the def2-TZVPD basis set) for a single C6H13BO molecule at a distorted geometry.

## Properties
SMILES: C/B=C(/C)CCCO

```
21
Properties=species:S:1:pos:R:3:forces:R:3
C -1.3264 -2.5624 -0.2127 -1.02 1.17 -3.47
B -1.1797 -1.0200 -0.2136 0.34 -0.76 -0.10
C -0.7556 0.2836 -0.0577 0.32 0.92 0.06
C -1.7075 0.9856 0.8492 -2.55 -1.11 2.84
C 0.3094 1.0988 -0.7187 2.21 -1.11 -0.11
C 1.8206 0.4503 -0.8138 -4.04 2.03 0.52
C 2.3997 0.2025 0.5386 1.53 -0.09 -2.14
O 1.6945 -0.7261 1.2554 2.94 -1.74 1.09
H -0.3679 -2.8847 0.0919 0.77 -1.09 0.63
H -1.5585 -2.9211 -1.2997 0.79 0.66 1.60
H -2.1913 -2.9427 0.2655 -0.47 -0.41 1.23
H -2.5538 0.1960 1.0354 1.07 1.16 0.29
H -2.3556 1.7924 0.4598 0.86 0.06 -0.16
H -1.3352 1.2646 1.9394 -0.44 -0.37 -2.28
H 0.4906 2.0803 -0.3239 -0.43 0.52 0.87
H -0.0345 1.2884 -1.7078 -0.01 0.17 -1.15
H 1.6510 -0.3973 -1.3796 0.18 -2.26 -0.98
H 2.2717 1.1568 -1.4616 1.29 0.68 -0.23
H 3.4101 -0.1400 0.3259 0.25 -0.59 0.48
H 2.5598 1.1269 1.0156 -0.17 1.41 1.12
H 0.8158 -0.4943 1.2307 -3.44 0.77 -0.11
```
Positions in Å, forces in eV/Å.

Here are the natural (NBO) charges for atoms 1 to 6, given in e: -1.052, 0.896, -0.700, -0.575, -0.396, -0.401

***

Energy above the lowest of the compared OMol25 structures with the same formula, charge and spin for the records above, in order: 0.0000 4.6504 3.3111 eV
E for the records above, in order: -144343.08321 -9517.13865 -9153.51239 eV